{"formula": "C10H22MnN4O", "method": "ωB97M-V/def2-TZVPD", "species": ["C", "C", "C", "C", "C", "C", "O", "N", "C", "C", "C", "C", "N", "N", "N", "H", "H", "H", "H", "H", "H", "H", "H", "H", "H", "H", "H", "H", "H", "H", "H", "H", "H", "H", "H", "H", "H", "Mn"], "positions_angstrom": [[1.329, 2.083, -1.038], [2.033, 1.181, 0.014], [3.143, 2.035, 0.637], [1.161, 0.617, 1.180], [0.410, -0.704, 0.896], [1.245, -1.914, 1.275], [1.714, -2.142, 2.358], [1.447, -2.746, 0.104], [0.618, -2.227, -0.928], [-0.170, -0.945, -0.480], [-1.662, -1.220, -0.650], [-2.677, -0.239, 0.023], [-3.677, 0.046, -1.012], [-2.005, 0.965, 0.538], [-3.339, -0.960, 1.100], [2.083, 2.690, -1.546], [0.618, 2.739, -0.542], [0.784, 1.557, -1.845], [2.605, 0.315, -0.507], [3.787, 2.490, -0.116], [2.645, 2.860, 1.153], [3.730, 1.484, 1.366], [1.866, 0.381, 1.978], [0.482, 1.393, 1.528], [-0.459, -0.768, 1.559], [2.446, -2.803, -0.043], [0.047, -2.986, -1.461], [1.380, -1.819, -1.768], [0.144, -0.221, -1.245], [-1.908, -1.287, -1.711], [-1.836, -2.194, -0.190], [-3.232, 0.383, -1.859], [-4.269, 0.807, -0.694], [-2.398, 1.241, 1.430], [-2.186, 1.740, -0.086], [-4.301, -1.137, 0.840], [-3.366, -0.438, 1.966], [1.767, -0.258, -2.223]], "mol_weight_g_mol": 269.25, "charge": 2, "homo_lumo_gap_ev": [4.753, 4.635], "e_homo_ev": [-15.29, -15.29], "spin_multiplicity": 6, "max_force_ev_per_a": 1.88, "s2": 8.7549}

***

{"formula": "C10H22N2O20S4", "method": "ωB97M-V/def2-TZVPD", "species": ["C", "N", "O", "O", "H", "H", "H", "C", "N", "O", "O", "H", "H", "H", "C", "C", "O", "S", "O", "O", "O", "H", "H", "H", "H", "C", "C", "O", "S", "O", "O", "O", "H", "H", "H", "H", "C", "C", "O", "S", "O", "O", "O", "H", "H", "H", "H", "C", "C", "O", "S", "O", "O", "O", "H", "H", "H", "H"], "positions_angstrom": [[-2.825, -0.863, 0.985], [-3.614, 0.369, 0.715], [-3.048, 1.264, 0.104], [-4.726, 0.458, 1.204], [-2.970, -1.650, 0.255], [-3.048, -1.196, 1.994], [-1.793, -0.520, 0.969], [4.263, 3.315, -1.014], [4.928, 2.507, -2.062], [4.486, 2.582, -3.190], [5.874, 1.831, -1.714], [3.921, 2.608, -0.260], [3.449, 3.878, -1.451], [4.979, 3.975, -0.533], [0.415, 1.521, -0.656], [0.692, 1.262, -2.127], [1.587, 0.137, -2.087], [1.006, -0.874, -1.043], [2.089, -1.607, -0.518], [-0.149, -1.539, -1.503], [0.534, 0.243, -0.005], [-0.555, 1.981, -0.482], [1.164, 2.198, -0.247], [1.271, 2.055, -2.590], [-0.235, 1.066, -2.666], [-1.090, 2.416, 4.506], [-0.332, 3.727, 4.764], [-0.395, 4.420, 3.501], [-0.336, 3.378, 2.306], [1.014, 3.089, 2.002], [-1.198, 3.812, 1.279], [-1.003, 2.179, 3.092], [-2.152, 2.475, 4.740], [-0.661, 1.584, 5.060], [0.712, 3.513, 4.980], [-0.855, 4.371, 5.459], [3.693, -4.969, 1.418], [2.371, -4.958, 0.635], [1.577, -6.032, 1.165], [2.336, -6.697, 2.397], [3.153, -7.748, 1.921], [1.435, -6.916, 3.450], [3.243, -5.432, 2.716], [4.120, -3.979, 1.497], [4.368, -5.728, 1.026], [2.427, -5.015, -0.450], [1.864, -4.010, 0.838], [-4.874, 0.105, -4.039], [-3.999, 1.262, -3.509], [-2.682, 0.719, -3.341], [-2.673, -0.852, -3.530], [-2.945, -1.477, -2.297], [-1.551, -1.220, -4.304], [-3.959, -0.891, -4.475], [-5.490, 0.407, -4.881], [-5.525, -0.262, -3.243], [-4.368, 1.634, -2.554], [-3.922, 2.091, -4.209]], "mol_weight_g_mol": 618.55, "homo_lumo_gap_ev": 10.923, "e_homo_ev": -10.86, "spin_multiplicity": 1, "de_lowest_kj_mol": 0.0, "max_force_ev_per_a": 1.16}

***

{"formula": "C10H22N2O4", "method": "ωB97M-V/def2-TZVPD", "species": ["C", "N", "C", "C", "O", "C", "C", "N", "O", "C", "C", "C", "C", "O", "C", "O", "H", "H", "H", "H", "H", "H", "H", "H", "H", "H", "H", "H", "H", "H", "H", "H", "H", "H", "H", "H", "H", "H"], "positions_angstrom": [[1.631, -3.250, 0.187], [1.890, -2.431, -0.997], [1.156, -1.160, -0.995], [1.694, -0.143, 0.014], [1.972, 1.090, -0.601], [3.101, 1.061, -1.437], [0.797, 0.158, 1.233], [1.512, 1.164, 2.016], [0.558, -1.010, 2.003], [-0.550, 0.773, 0.871], [-1.670, -0.233, 0.562], [-2.361, 0.033, -0.789], [-3.654, 0.807, -0.625], [-3.488, 1.877, 0.339], [-3.393, 3.116, -0.199], [-2.600, 3.436, -1.086], [2.198, -2.850, 1.024], [0.587, -3.224, 0.502], [1.968, -4.266, 0.029], [1.525, -2.959, -1.778], [0.083, -1.327, -0.900], [1.314, -0.724, -1.976], [2.634, -0.558, 0.402], [3.879, 0.401, -1.052], [3.494, 2.065, -1.526], [2.844, 0.712, -2.438], [0.976, 1.371, 2.847], [2.407, 0.801, 2.327], [1.288, -1.121, 2.607], [-0.858, 1.335, 1.750], [-0.416, 1.510, 0.090], [-1.280, -1.242, 0.574], [-2.435, -0.197, 1.330], [-2.568, -0.897, -1.312], [-1.718, 0.633, -1.426], [-4.453, 0.182, -0.242], [-3.962, 1.238, -1.572], [-4.098, 3.829, 0.242]], "mol_weight_g_mol": 234.30, "homo_lumo_gap_ev": 9.685, "e_homo_ev": -8.91, "spin_multiplicity": 1, "de_lowest_kj_mol": 211.1, "smiles": "CNC[C@@H](OC)[C@](N)(O)CCCCOC=O", "max_force_ev_per_a": 2.86}

***

{"formula": "C10H22N2O8", "method": "ωB97M-V/def2-TZVPD", "species": ["C", "N", "O", "O", "H", "H", "H", "C", "N", "O", "O", "H", "H", "H", "C", "C", "O", "C", "C", "O", "H", "H", "H", "H", "H", "H", "H", "H", "C", "C", "O", "C", "C", "O", "H", "H", "H", "H", "H", "H", "H", "H"], "positions_angstrom": [[9.540, 17.511, 0.511], [8.843, 17.524, 1.870], [9.538, 17.899, 2.884], [7.683, 17.347, 1.848], [10.228, 16.711, 0.240], [10.166, 18.403, 0.498], [8.887, 17.619, -0.356], [8.959, 20.391, 5.117], [9.737, 21.395, 4.336], [9.548, 22.591, 4.655], [10.524, 20.924, 3.513], [8.448, 19.665, 4.485], [8.294, 20.832, 5.860], [9.716, 19.873, 5.706], [12.776, 22.638, 2.429], [14.194, 23.226, 2.538], [14.057, 24.615, 2.455], [15.115, 25.378, 2.878], [15.040, 26.795, 2.278], [16.138, 25.080, 3.550], [12.745, 21.551, 2.355], [12.231, 22.945, 1.537], [12.307, 23.110, 3.293], [14.661, 22.903, 3.468], [14.735, 22.867, 1.662], [15.178, 27.546, 3.056], [14.085, 26.886, 1.761], [15.891, 27.140, 1.690], [1.586, 19.435, 5.984], [2.305, 20.513, 5.182], [3.403, 21.104, 5.889], [4.434, 20.334, 6.314], [5.286, 21.120, 7.316], [4.564, 19.121, 6.169], [2.120, 18.505, 6.180], [0.657, 19.312, 5.427], [1.154, 19.791, 6.919], [2.758, 20.092, 4.285], [1.520, 21.194, 4.853], [6.359, 21.005, 7.161], [4.951, 20.877, 8.324], [5.153, 22.198, 7.216]], "mol_weight_g_mol": 298.29, "homo_lumo_gap_ev": 9.977, "e_homo_ev": -10.07, "spin_multiplicity": 1, "de_lowest_kj_mol": 214.6, "smiles": "C[N+](=O)[O-].C[N+](=O)[O-].CCOC(C)=O.CCOC(C)=O", "max_force_ev_per_a": 4.49}

***

{"formula": "C10H22NSi", "method": "ωB97M-V/def2-TZVPD", "species": ["C", "C", "C", "C", "C", "C", "C", "C", "C", "C", "N", "Si", "H", "H", "H", "H", "H", "H", "H", "H", "H", "H", "H", "H", "H", "H", "H", "H", "H", "H", "H", "H", "H", "H"], "positions_angstrom": [[1.010, -2.184, -0.229], [0.567, -1.122, 0.357], [-0.509, 2.287, -2.452], [0.634, 2.978, -1.663], [-1.334, 1.534, -1.318], [1.893, 2.158, -1.319], [-0.791, 0.146, -1.135], [1.671, 0.589, -1.195], [-2.349, -1.818, 2.150], [0.239, -2.942, 3.634], [0.425, 0.193, -0.345], [-0.721, -1.421, 2.975], [0.936, -3.115, 0.329], [1.278, -2.149, -1.288], [-1.134, 3.225, -2.875], [-0.058, 1.599, -3.173], [1.009, 3.929, -2.103], [0.359, 3.240, -0.651], [-1.647, 2.125, -0.561], [-2.300, 1.348, -1.780], [2.795, 2.214, -1.983], [2.160, 2.475, -0.317], [-1.320, -0.654, -0.621], [-0.565, -0.397, -2.039], [1.503, 0.023, -2.110], [2.584, 0.137, -0.737], [-2.287, -1.391, 1.159], [-2.632, -2.955, 2.000], [-3.161, -1.134, 2.431], [-0.244, -3.960, 3.434], [1.328, -2.884, 3.229], [0.369, -3.010, 4.672], [0.465, 0.931, 0.428], [-0.175, 0.005, 3.097]], "mol_weight_g_mol": 184.38, "charge": 1, "homo_lumo_gap_ev": 8.072, "e_homo_ev": -11.73, "spin_multiplicity": 1, "de_lowest_kj_mol": 296.1, "max_force_ev_per_a": 6.42}

***

Please write out number 5 again, unchanged.
{"formula": "C10H22NSi", "method": "ωB97M-V/def2-TZVPD", "species": ["C", "C", "C", "C", "C", "C", "C", "C", "C", "C", "N", "Si", "H", "H", "H", "H", "H", "H", "H", "H", "H", "H", "H", "H", "H", "H", "H", "H", "H", "H", "H", "H", "H", "H"], "positions_angstrom": [[1.010, -2.184, -0.229], [0.567, -1.122, 0.357], [-0.509, 2.287, -2.452], [0.634, 2.978, -1.663], [-1.334, 1.534, -1.318], [1.893, 2.158, -1.319], [-0.791, 0.146, -1.135], [1.671, 0.589, -1.195], [-2.349, -1.818, 2.150], [0.239, -2.942, 3.634], [0.425, 0.193, -0.345], [-0.721, -1.421, 2.975], [0.936, -3.115, 0.329], [1.278, -2.149, -1.288], [-1.134, 3.225, -2.875], [-0.058, 1.599, -3.173], [1.009, 3.929, -2.103], [0.359, 3.240, -0.651], [-1.647, 2.125, -0.561], [-2.300, 1.348, -1.780], [2.795, 2.214, -1.983], [2.160, 2.475, -0.317], [-1.320, -0.654, -0.621], [-0.565, -0.397, -2.039], [1.503, 0.023, -2.110], [2.584, 0.137, -0.737], [-2.287, -1.391, 1.159], [-2.632, -2.955, 2.000], [-3.161, -1.134, 2.431], [-0.244, -3.960, 3.434], [1.328, -2.884, 3.229], [0.369, -3.010, 4.672], [0.465, 0.931, 0.428], [-0.175, 0.005, 3.097]], "mol_weight_g_mol": 184.38, "charge": 1, "homo_lumo_gap_ev": 8.072, "e_homo_ev": -11.73, "spin_multiplicity": 1, "de_lowest_kj_mol": 296.1, "max_force_ev_per_a": 6.42}